Entry a
Molecular formula: C4H8N2
Method: DFT, wB97M-V/def2-TZVPD

Geometry as ORCA input:
```
! wB97M-V def2-TZVPD RIJCOSX def2/J DEFGRID3
* xyz 0 1
C -1.5121 -1.0886 -0.4839
N -1.5629 0.3609 -0.6584
C -0.3154 -0.3398 -0.9276
C 0.8336 -0.1667 0.0254
C 1.3273 1.1770 0.4057
N 0.4907 0.4032 1.3233
H -2.0950 -1.6693 -1.1953
H -1.5016 -1.4810 0.5315
H -1.4807 0.7958 0.2618
H -0.0332 -0.3721 -1.9797
H 1.5734 -0.9671 0.0057
H 0.8502 2.0595 -0.0141
H 2.3838 1.2977 0.6365
H 1.0419 -0.0095 2.0692
*
```

The structure (SMILES) is C1N[C@H]1[C@H]1CN1. As for the HOMO energy: -9.201 eV. Its orbital gap is 10.280 eV.

***

Entry b
Molecular formula: C4H8N2
Method: DFT, wB97M-V/def2-TZVPD

Geometry as ORCA input:
```
! wB97M-V def2-TZVPD RIJCOSX def2/J DEFGRID3
* xyz 0 1
C 0.3137 1.5857 -0.6748
N -1.1138 1.2151 -0.6221
C -0.1344 0.6555 0.3802
C -0.1266 -0.7891 -0.0455
C 1.0020 -1.6445 0.4005
N -0.2832 -1.7173 1.0952
H 0.5143 2.6265 -0.4375
H 0.8441 1.1733 -1.5301
H -1.8348 1.9024 -0.4217
H -0.2632 1.0330 1.3959
H -1.2365 0.2101 -1.0645
H 1.8206 -1.2562 1.0098
H 1.3027 -2.4704 -0.2471
H -0.8049 -2.5241 0.7615
*
```

As for the HOMO energy: -6.982 eV. Its orbital gap is 7.731 eV.

***

Entry c
Molecular formula: C4H8N2
Method: DFT, wB97M-V/def2-TZVPD

Geometry as ORCA input:
```
! wB97M-V def2-TZVPD RIJCOSX def2/J DEFGRID3
* xyz 0 1
C -1.7341 1.1919 -0.5500
C -0.8456 0.2712 -0.2598
C 0.3763 -0.2184 -0.6124
N 0.6367 -0.6155 -1.8854
N 1.2282 -0.3774 0.4033
C 0.3404 -0.5598 1.8897
H -1.6977 1.7649 -1.4761
H -2.5803 1.3683 0.1070
H 1.5435 -1.0293 -2.0488
H 0.0222 -0.2551 -2.6006
H 1.9665 0.3293 0.4031
H 1.2062 -0.5626 2.5477
H -0.3301 0.2294 2.2218
H -0.1320 -1.5372 1.8605
*
```

The structure (SMILES) is C=C=C(N)NC. As for the HOMO energy: -6.859 eV. Its orbital gap is 7.821 eV.

***

entry a is favored, and the nearest alternative lies 1.979 eV above it.

***

Entry a
Molecular formula: C21H27N3O2
Method: DFT, wB97M-V/def2-TZVPD

Geometry as ORCA input:
```
! wB97M-V def2-TZVPD RIJCOSX def2/J DEFGRID3
* xyz 0 1
C -3.3898 -2.5625 -0.2383
O -2.3734 -2.7068 0.7213
C -1.0831 -2.4673 0.3292
C -0.6867 -2.1012 -0.9471
C 0.6465 -1.8532 -1.2242
C 1.6411 -1.9479 -0.2485
N 2.9895 -1.6820 -0.5363
C 3.8323 -1.2499 0.5665
C 3.4100 0.1425 1.0360
N 3.4476 1.0990 -0.0672
C 2.9999 2.4229 0.3557
C 1.5842 2.3612 0.9370
O 1.3852 2.1834 2.1200
N 0.6047 2.3957 -0.0112
C -0.7286 1.9695 0.0903
C -1.2289 1.3421 1.2230
C -2.5416 0.8938 1.2503
C -3.0665 0.1837 2.4592
C -3.3477 1.0834 0.1362
C -2.8598 1.7009 -1.0080
C -3.7485 1.9109 -2.1979
C -1.5453 2.1380 -1.0244
C 2.7678 0.6288 -1.2661
C 3.2562 -0.7731 -1.6365
C 1.2248 -2.3637 1.0225
C -0.0998 -2.6140 1.3037
H -3.4180 -1.5435 -0.6383
H -3.2698 -3.2753 -1.0613
H -4.3222 -2.7726 0.2841
H -1.4035 -1.9919 -1.7458
H 0.8892 -1.5787 -2.2382
H 3.7872 -1.9561 1.3934
H 4.8627 -1.2279 0.2031
H 4.0932 0.5069 1.8071
H 2.4064 0.0612 1.4793
H 3.0622 3.1000 -0.4997
H 3.6787 2.7680 1.1393
H 0.8718 2.7037 -0.9361
H -0.5947 1.2050 2.0824
H -2.5523 0.5181 3.3565
H -4.1351 0.3502 2.5760
H -2.8989 -0.8883 2.3522
H -4.3753 0.7476 0.1591
H -4.4618 1.0955 -2.2987
H -4.3130 2.8364 -2.0805
H -3.1655 1.9853 -3.1131
H -1.1497 2.6160 -1.9111
H 2.9908 1.3331 -2.0740
H 1.6752 0.5645 -1.1367
H 2.7788 -1.1152 -2.5536
H 4.3351 -0.7611 -1.8063
H 1.9356 -2.4958 1.8212
H -0.3969 -2.9194 2.2947
*
```

The structure (SMILES) is COc1ccc(N2CCN(CC(=O)Nc3cc(C)cc(C)c3)CC2)cc1. As for the HOMO energy: -7.273 eV. Its orbital gap is 7.894 eV.

***

Entry b
Molecular formula: C21H27N3O2
Method: DFT, wB97M-V/def2-TZVPD

Geometry as ORCA input:
```
! wB97M-V def2-TZVPD RIJCOSX def2/J DEFGRID3
* xyz 0 1
C -6.0736 -0.7627 1.2583
C -4.5638 -0.5528 1.2699
N -3.9562 -1.1200 0.0862
C -3.8766 -2.5801 0.0719
C -2.4233 -2.9327 -0.2587
C -1.9602 -1.6987 -1.0233
C -2.6538 -0.5689 -0.2610
C -2.8133 0.7049 -1.1010
N -1.5370 1.3422 -1.3190
C -1.2084 2.5099 -0.7531
O -1.9607 3.2217 -0.1216
C 0.2737 2.8950 -0.9665
N 1.0364 2.4729 0.1779
C 1.2221 3.2229 1.2761
C 1.9668 2.5124 2.1976
C 2.2440 1.2761 1.6262
C 1.6506 1.2537 0.3621
C 1.6567 0.1618 -0.5738
O 0.9876 0.1102 -1.6028
C 2.5467 -0.9758 -0.1779
C 1.9764 -2.1318 0.3360
C 2.7738 -3.2020 0.7006
C 4.1454 -3.1194 0.5397
C 4.7129 -1.9721 0.0128
C 3.9289 -0.8870 -0.3526
C 4.5449 0.3517 -0.9297
H -6.4940 -0.3416 0.3496
H -6.3183 -1.8211 1.2921
H -6.5256 -0.2734 2.1174
H -4.3555 0.5193 1.2754
H -4.1361 -0.9828 2.1951
H -4.5512 -2.9609 -0.7035
H -4.1860 -3.0065 1.0317
H -1.8438 -3.0453 0.6601
H -2.3364 -3.8505 -0.8367
H -2.3405 -1.7333 -2.0451
H -0.8786 -1.5878 -1.0561
H -2.0676 -0.3134 0.6427
H -3.2714 0.4515 -2.0610
H -3.4518 1.4248 -0.5851
H -0.7956 0.7730 -1.7170
H 0.6678 2.4272 -1.8692
H 0.3349 3.9830 -1.0465
H 0.8154 4.2131 1.3442
H 2.2695 2.8578 3.1658
H 2.7985 0.4706 2.0665
H 0.9044 -2.1866 0.4582
H 2.3241 -4.0964 1.1047
H 4.7750 -3.9511 0.8193
H 5.7840 -1.9168 -0.1197
H 5.5916 0.1843 -1.1708
H 4.4809 1.1747 -0.2177
H 4.0206 0.6522 -1.8356
*
```

The structure (SMILES) is CCN1CCC[C@H]1CNC(=O)Cn1cccc1C(=O)c1ccccc1C. As for the HOMO energy: -8.292 eV. Its orbital gap is 8.530 eV.

***

entry b is favored, and the nearest alternative lies 0.595 eV above it.

***

Entry a
Molecular formula: C4H15NO3
Method: DFT, wB97M-V/def2-TZVPD

Geometry as ORCA input:
```
! wB97M-V def2-TZVPD RIJCOSX def2/J DEFGRID3
* xyz 0 1
C 0.5532 3.1690 1.3659
C 0.0840 1.7294 1.3268
C 0.5181 0.9854 0.0399
N -0.4785 0.1298 -0.5575
C 1.7537 0.1758 0.3341
O 2.1877 -0.6605 -0.7509
H 0.0411 3.8015 0.6499
H 1.6224 3.2275 1.1604
H 0.2874 3.6478 2.3114
H -0.9830 1.5721 1.4587
H 0.5013 1.2093 2.1946
H 0.7482 1.7585 -0.6991
H -1.4199 0.5020 -0.5966
H -0.5031 -0.8392 -0.2853
H 1.5912 -0.5065 1.1646
H 2.5947 0.8171 0.6366
H 2.0403 -0.1587 -1.5630
O -4.2608 -0.3757 -1.4099
H -4.1007 0.0275 -0.5367
H -5.0496 0.1098 -1.6825
O 0.5002 -4.5200 -0.1705
H -0.3955 -4.2835 0.1062
H 1.0283 -3.7193 -0.0975
*
```

The structure (SMILES) is CC[C@H](N)CO.O.O. As for the HOMO energy: -9.120 eV. Its orbital gap is 9.620 eV.

***

Entry b
Molecular formula: C4H15NO3
Method: DFT, wB97M-V/def2-TZVPD

Geometry as ORCA input:
```
! wB97M-V def2-TZVPD RIJCOSX def2/J DEFGRID3
* xyz 0 1
C -2.5042 0.8222 -0.9561
N -1.3173 1.6131 -0.6731
C -0.1627 0.8032 -0.3633
C 1.0908 1.6839 -0.1225
C 1.2783 2.0496 1.3252
O 1.7912 0.9025 2.0389
H -3.3901 1.4023 -0.7111
H -2.5061 0.5348 -2.0125
H -2.4872 -0.1530 -0.4525
H -1.4945 2.3367 0.0087
H -0.3271 0.2477 0.5729
H 0.0469 0.0987 -1.1602
H 1.9642 1.1978 -0.5366
H 0.8934 2.6190 -0.6596
H 0.3353 2.3718 1.7680
H 2.0291 2.8401 1.3975
H 2.0032 1.1763 2.9376
O 1.9732 -1.4755 0.5700
H 1.8643 -0.7932 1.2568
H 1.3748 -2.1884 0.8030
O -0.5794 -6.2769 -1.5356
H -0.5764 -5.3332 -1.3576
H -1.2996 -6.4795 -2.1377
*
```

The structure (SMILES) is CNCCCO.O.O. As for the HOMO energy: -8.609 eV. Its orbital gap is 9.188 eV.

***

entry a is favored, and the nearest alternative lies 0.120 eV above it.

***

Entry a
Molecular formula: C10H10N2O2
Method: DFT, wB97M-V/def2-TZVPD

Geometry as ORCA input:
```
! wB97M-V def2-TZVPD RIJCOSX def2/J DEFGRID3
* xyz 0 1
O 0.4137 -0.4120 2.5882
C -0.0979 0.6184 2.3722
C -0.2400 1.8701 3.1919
C -0.9601 2.9007 2.7288
N -1.5463 2.7673 1.4901
C -1.7788 1.6374 0.8154
O -2.6276 1.4200 -0.0941
N -0.7903 0.7468 1.1034
H -0.1691 1.9312 4.4169
H -1.1386 3.8753 3.2644
H -2.4970 3.2541 1.4591
H -0.5149 -0.1402 0.5401
C 1.4194 -2.9511 -1.4597
C 0.2648 -2.3108 -0.9902
C -0.1834 -1.1337 -1.4771
C 0.5794 -0.4046 -2.5121
C 1.7372 -1.0775 -2.9710
C 2.1465 -2.3035 -2.4390
H 1.6702 -3.9472 -1.0869
H -0.3832 -2.7932 -0.2765
H -1.0351 -0.7123 -1.1850
H 0.3693 0.6443 -2.8248
H 2.3114 -0.6956 -3.8070
H 3.0504 -2.7840 -2.8472
*
```

The structure (SMILES) is O=c1cc[nH]c(=O)[nH]1.c1ccccc1. As for the HOMO energy: -9.237 eV. Its orbital gap is 9.622 eV.

***

Entry b
Molecular formula: C10H10N2O2
Method: DFT, wB97M-V/def2-TZVPD

Geometry as ORCA input:
```
! wB97M-V def2-TZVPD RIJCOSX def2/J DEFGRID3
* xyz 0 1
O 3.4493 -1.4728 -1.6633
C 2.8695 -0.8130 -0.8020
C 2.0907 -1.3891 0.2366
C 1.6885 -0.7272 1.3866
N 1.8561 0.6852 1.3718
C 2.3747 1.4083 0.3176
O 2.3955 2.6095 0.2539
N 2.9993 0.5563 -0.6613
H 2.0795 -2.4989 0.3035
H 1.1668 -1.2217 2.2808
H 1.4730 1.3729 2.0790
H 3.2903 1.0334 -1.5144
C -3.5132 0.5298 -0.3748
C -3.3435 -0.6122 0.4156
C -2.0589 -1.1023 0.4507
C -1.1365 -0.4980 -0.3292
C -1.3220 0.7062 -0.9458
C -2.5211 1.1409 -1.2306
H -4.5824 0.8610 -0.5153
H -4.3302 -1.0824 0.9857
H -1.7989 -2.0438 1.0813
H -0.1695 -0.7568 -0.0419
H -0.3283 1.2225 -1.3873
H -2.6285 2.0923 -1.6973
*
```

The structure (SMILES) is O=c1cc[nH]c(=O)[nH]1.c1ccccc1. As for the HOMO energy: -9.436 eV. Its orbital gap is 9.543 eV.

***

Entry c
Molecular formula: C10H10N2O2
Method: DFT, wB97M-V/def2-TZVPD

Geometry as ORCA input:
```
! wB97M-V def2-TZVPD RIJCOSX def2/J DEFGRID3
* xyz 0 1
O -0.5213 2.3260 0.5129
C -1.4688 1.7020 0.1427
O -2.5802 2.3479 -0.3709
C -1.7070 0.1938 0.0747
C -1.0694 -0.7162 0.9045
C -1.2192 -2.1086 0.6733
C -2.0569 -2.5184 -0.2876
C -2.6738 -1.6126 -1.0987
C -2.5510 -0.2797 -0.9361
H -2.5356 3.3683 -0.3850
H -0.4430 -0.3409 1.7839
H -0.5220 -2.7167 1.3282
H -2.1479 -3.6371 -0.4842
H -3.2551 -2.1024 -2.0074
H -2.8126 0.4478 -1.6607
C 3.8646 -0.2787 0.2897
C 2.6616 0.0003 0.8141
N 2.2839 1.2478 0.3283
C 3.2944 1.6158 -0.4611
N 4.2628 0.6911 -0.5800
H 4.3205 -1.1564 0.5135
H 2.1212 -0.6356 1.4742
H 1.4900 1.7033 0.5018
H 3.2648 2.4592 -1.0697
*
```

The structure (SMILES) is O=C(O)c1ccccc1.c1c[nH]cn1. As for the HOMO energy: -8.588 eV. Its orbital gap is 8.838 eV.

***

Entry d
Molecular formula: C10H10N2O2
Method: DFT, wB97M-V/def2-TZVPD

Geometry as ORCA input:
```
! wB97M-V def2-TZVPD RIJCOSX def2/J DEFGRID3
* xyz 0 1
O -2.1174 -1.2283 -5.0060
N -3.3077 -1.0314 -4.7626
C -3.6794 -0.2103 -3.7195
C -2.8528 -0.0256 -2.6001
N -1.6089 -0.3062 -2.4592
C -0.5390 0.0433 -1.8826
O -0.3336 1.3598 -1.5373
C 0.8230 1.6136 -0.7189
C 0.9788 0.6891 0.5627
C 0.2096 0.9091 1.6744
C 0.4193 0.0864 2.7804
C 1.2589 -0.9977 2.7227
C 1.9288 -1.2665 1.5567
C 1.7755 -0.4519 0.4680
H -4.7599 -0.2274 -3.5603
H -3.3091 0.4366 -1.8402
H 0.2490 -0.6515 -1.7174
H 0.7018 2.6228 -0.4648
H 1.9163 1.4969 -1.2329
H -0.4685 1.7448 1.5444
H -0.1252 0.3213 3.6146
H 1.2345 -1.7188 3.4321
H 2.5284 -2.0946 1.6770
H 2.3510 -0.7425 -0.3581
*
```

The structure (SMILES) is O=N/C=C\N=C/OCc1ccccc1. As for the HOMO energy: -7.817 eV. Its orbital gap is 7.629 eV.

***

entry c is favored, and the nearest alternative lies 0.408 eV above it.